DFT (wB97M-V/def2-TZVPD) results for C4H5CsLiO as an isolated structure at a distorted geometry.

CARTESIAN COORDINATES (ANGSTROEM)
O (-1.542, -0.376, 0.129)
C (-2.453, -0.390, 1.085)
C (-2.252, -0.065, 2.404)
Cs (2.255, -0.262, 0.240)
Li (-2.427, -0.484, -1.695)
H (-1.246, 0.062, 2.814)
H (-3.008, -0.347, 3.140)
C (-3.739, 0.559, 0.923)
C (-3.913, 1.452, -0.060)
H (-4.871, 1.952, -0.206)
H (-4.603, 0.248, 1.516)
H (-3.112, 1.705, -0.763)

frontier orbital gap = 5.915 eV
total charge = +1

In elementary charge units, the Löwdin charges are: -0.34 -0.52 0.02 0.96 0.82 0.05 0.06 -0.17 -0.07 0.05 0.10 0.03